1.
10
Properties=species:S:1:pos:R:3 method="wB97M-V/def2-TZVPD" e_lumo_ev=-0.546 e_above_lowest_kcal_mol=15.0 spin_multiplicity=1 orbital_gap_ev=8.508 smiles="C[C@H](Cl)C=S"
C 0.30277 -0.86371 1.89665
C -0.34016 -0.16207 -0.33143
C 0.46870 0.21313 1.02517
S -1.14052 -1.22489 2.42834
Cl 2.18580 0.53302 0.80820
H 1.11217 -1.52434 2.11261
H 0.26406 -0.86681 -0.98790
H -1.21140 -0.69927 0.03785
H -0.70685 0.82493 -0.72073
H 0.04933 1.24292 1.34837

2.
10
Properties=species:S:1:pos:R:3 method="wB97M-V/def2-TZVPD" e_lumo_ev="-0.587 / -1.046" e_above_lowest_kcal_mol=94.1 spin_multiplicity=1 orbital_gap_ev="7.658 / 7.214"
C 0.13895 -0.30733 -1.69708
C -0.14407 -1.42862 -0.96738
C -0.06265 1.10957 2.12022
S 0.17159 1.35841 -1.37411
Cl 0.98139 1.37128 0.88953
H 0.46338 -0.53583 -2.71732
H -0.53109 -1.31437 -0.07260
H 0.01940 -2.44419 -1.10774
H -0.48330 0.21691 2.34842
H -0.55360 1.97416 2.57805

3.
10
Properties=species:S:1:pos:R:3 method="wB97M-V/def2-TZVPD" e_lumo_ev="-1.764 / -2.140" e_above_lowest_kcal_mol=107.4 spin_multiplicity=1 orbital_gap_ev="6.725 / 6.148"
C 0.18460 -0.28794 0.18372
C 0.10609 0.88177 1.01448
C -0.39244 -0.72380 -1.04299
S 2.34498 -1.32480 0.66997
Cl -2.08194 -0.04359 -1.27278
H 0.49571 0.74734 1.90474
H 0.58267 1.71691 0.51106
H -0.94019 1.28846 0.86729
H -0.43738 -1.76104 -0.92591
H 0.13789 -0.49330 -1.90957

4.
10
Properties=species:S:1:pos:R:3 method="wB97M-V/def2-TZVPD" e_lumo_ev="0.033 / -0.108" e_above_lowest_kcal_mol=58.6 spin_multiplicity=1 orbital_gap_ev="7.983 / 7.456"
C 0.74792 -0.05077 -2.14835
C -0.73455 0.57627 0.45107
C 0.06342 -0.26602 1.45070
S -0.63666 0.61172 -1.25961
Cl -2.04479 1.55357 1.07449
H 1.47795 -0.86730 -1.80272
H 0.30656 -0.13840 -3.16925
H 0.87182 -0.89771 1.01472
H -0.64523 -0.86871 2.07533
H 0.59356 0.34737 2.31364

5.
10
Properties=species:S:1:pos:R:3 method="wB97M-V/def2-TZVPD" e_lumo_ev=-0.581 e_above_lowest_kcal_mol=66.5 spin_multiplicity=1 orbital_gap_ev=8.428
C -1.25464 -0.14504 -0.71419
C 0.12964 -0.03413 -0.58792
C 0.55392 -0.91716 0.37176
H -2.25807 0.67215 1.45530
H -1.59991 -0.80956 -1.58234
H -1.54246 -0.90264 0.09643
H 0.82653 0.55966 -1.12098
H 0.09833 -1.37992 1.17346
S -1.99936 1.44731 -0.15186
Cl 2.34657 -0.86580 0.47000

6.
13
Properties=species:S:1:pos:R:3 method="wB97M-V/def2-TZVPD" e_lumo_ev=-5.482 e_above_lowest_kcal_mol=19.2 spin_multiplicity=1 orbital_gap_ev=8.120 total_charge=+1
C 2.98924 -1.94202 1.00841
C 3.68070 -2.36041 2.25169
H 2.79934 -2.79887 0.35288
H 3.42736 -1.08614 0.48503
H 3.85307 -3.44397 2.24455
H 2.70509 -2.14118 2.99333
H 4.63087 -1.83440 2.40720
O -0.52600 -0.92930 1.46962
C 0.47922 -1.44648 0.88160
O 0.45499 -1.81560 -0.29680
O 1.57899 -1.43209 1.66099
Li 0.49996 -0.08225 2.86531
Cu -2.06572 -1.78802 -0.94426

7.
13
Properties=species:S:1:pos:R:3 method="wB97M-V/def2-TZVPD" e_lumo_ev="-15.320 / -15.357" spin_multiplicity=2 orbital_gap_ev="7.574 / 7.541" total_charge=+3
H -0.88245 -2.35720 1.81913
O -1.06480 0.94593 -0.62262
C 0.29255 1.20384 -0.35515
C 1.08036 -0.05365 -0.08516
O 0.66263 -0.59841 1.23428
C 0.04236 -1.66746 1.32398
O -0.40298 -2.40474 0.41481
Mg -2.46076 1.50343 0.50894
Cu -1.55277 0.53188 -2.71688
H 0.42471 1.89148 0.49544
H 0.78954 1.68538 -1.21546
H 2.14673 0.15883 0.03521
H 0.92486 -0.83931 -0.83652

8.
12
Properties=species:S:1:pos:R:3 method="wB97M-V/def2-TZVPD" e_lumo_ev="0.459 / -1.924" e_above_lowest_kcal_mol=3.1 spin_multiplicity=3 orbital_gap_ev="6.812 / 8.602"
H -1.56537 -1.75606 -0.34932
C -1.54530 -0.86333 0.29772
C -1.52121 0.40817 -0.51806
O -0.24721 0.47022 -1.24443
C 0.86492 0.29434 -0.57391
O 1.83606 -0.35102 -0.92870
Cu -0.08426 -0.88289 1.92452
O 0.83242 0.72832 0.72681
H -2.53571 -0.88819 0.78898
H -1.60456 1.32206 0.08686
H -2.25217 0.44504 -1.33839
H 1.69513 1.09824 0.95785

9.
13
Properties=species:S:1:pos:R:3 method="wB97M-V/def2-TZVPD" e_lumo_ev="-5.648 / -7.351" e_above_lowest_kcal_mol=35.7 spin_multiplicity=2 orbital_gap_ev="9.642 / 7.967" total_charge=+1
H -0.47266 2.09005 0.68038
C 0.56765 1.75692 0.69377
O 0.86231 1.40868 -0.67850
C 0.78507 0.13134 -1.00016
O -0.40644 -0.20083 -1.29966
O 1.40613 -0.80123 -0.43108
H 1.11167 0.79195 1.20953
H 1.26240 2.49806 1.10379
H -2.59443 0.14706 0.99902
C -2.11127 -0.66275 1.57283
O -1.69314 -1.65522 0.94103
H -2.45048 -0.80541 2.61168
Cu -0.47419 -1.84560 -0.42081

10.
14
Properties=species:S:1:pos:R:3 method="wB97M-V/def2-TZVPD" e_lumo_ev=0.168 e_above_lowest_kcal_mol=27.8 spin_multiplicity=1 orbital_gap_ev=8.261
C 3.10742 0.89163 0.07390
C -0.22928 0.35684 -0.40338
C -0.84028 1.57764 0.11632
N 3.26226 1.93553 -0.47528
N -0.44626 -0.73298 0.62586
O 3.16696 -0.12438 0.62608
F -2.23684 1.54946 0.37798
F -0.66710 2.63252 -0.67953
F -0.34140 1.90694 1.33841
H -0.73431 0.06454 -1.32586
H -1.43948 -1.00027 0.76357
H 2.63582 2.60807 -0.86189
H 0.09038 -1.55280 0.33459
H -0.06720 -0.39163 1.51725

How do the records compare in max |F|? In the order shown, they have 0.09162, 0.09864, 0.13317, 0.04445, 0.12395, 0.07527, 0.06958, 0.05884, 0.10489, 0.02321 Eh/bohr.